65
Properties=species:S:1:pos:R:3:forces:R:3 method="wB97M-V/def2-TZVPD" homo_ev=-3.124 charge=-1 e_tot_ha=-7073.68305 de_lowest_kj_mol=0.0 multiplicity=1 homo_lumo_gap_ev=4.3 max_force_ev_per_a=0.5
Cs -0.6618 -0.9980 0.1763 0.13 0.49 -0.10
C -3.8744 -1.6894 -2.5265 0.00 0.00 0.01
C -3.8190 -3.0309 -1.8470 -0.01 -0.05 0.01
C -4.7651 -4.0328 -2.1500 -0.02 -0.01 0.00
C -4.7153 -5.2237 -1.4866 -0.01 -0.02 0.00
C -3.7216 -5.4494 -0.5097 0.04 0.05 0.01
C -3.5876 -6.6391 0.2424 -0.03 -0.05 0.00
Br -4.7966 -8.0904 -0.0203 0.02 0.01 0.01
C -2.5943 -6.7663 1.1729 -0.04 -0.01 -0.03
C -1.6896 -5.7277 1.3909 0.05 0.01 0.01
Br -0.3324 -5.9706 2.6972 -0.02 0.00 -0.02
C -1.7125 -4.5038 0.6975 -0.02 -0.10 0.05
O -0.8953 -3.5610 0.8789 0.03 -0.34 0.14
C -2.8017 -4.3951 -0.2807 0.01 0.06 -0.01
N -2.8794 -3.2187 -0.9508 0.03 0.08 -0.01
H -4.4549 -1.7290 -3.4481 0.01 -0.01 0.00
H -2.8712 -1.3304 -2.7538 0.00 0.00 0.00
H -4.3423 -0.9514 -1.8697 -0.01 0.00 0.00
H -5.5232 -3.8518 -2.9016 0.01 0.01 0.00
H -5.4327 -6.0048 -1.7002 0.00 0.00 0.00
H -2.5043 -7.6784 1.7468 0.01 0.00 0.01
N -1.0603 5.7054 -4.2074 -0.02 -0.01 -0.05
C -2.1759 4.9628 -4.2039 -0.01 -0.01 0.03
S -3.5656 5.4107 -4.9609 0.00 0.00 -0.01
C -2.0441 3.6791 -3.4589 0.03 0.00 -0.01
C -3.0464 3.2467 -2.6013 0.03 0.01 0.03
C -2.8365 2.0859 -1.8784 0.00 0.01 0.03
N -1.7377 1.3379 -1.9778 -0.12 -0.07 -0.09
C -0.8029 1.7409 -2.8309 0.09 -0.02 0.07
C -0.9012 2.9002 -3.5824 -0.03 0.04 0.01
H -1.0768 6.5928 -4.6811 0.02 0.01 0.02
H -0.2748 5.4691 -3.6237 0.00 0.00 0.01
H -3.9551 3.8213 -2.4915 0.00 0.00 0.00
H -3.5835 1.7456 -1.1695 -0.02 -0.02 -0.03
H 0.0877 1.1264 -2.8966 -0.03 -0.01 -0.02
H -0.1023 3.1794 -4.2564 0.01 -0.01 0.01
N 1.7302 -1.4188 2.4679 -0.01 -0.09 0.03
C 3.0358 -0.8877 2.5342 -0.01 0.02 -0.08
C 4.0040 -1.3066 1.6250 -0.02 -0.01 0.01
C 5.2778 -0.7618 1.6632 0.02 0.02 0.01
C 5.6036 0.2065 2.6018 0.01 -0.03 -0.02
C 4.6347 0.6347 3.4984 0.00 -0.03 0.04
C 3.3593 0.0950 3.4649 0.00 0.00 -0.01
H 1.2556 -1.3919 3.3597 0.00 0.03 -0.01
H 1.7170 -2.3703 2.1235 -0.06 -0.06 0.01
H 3.7514 -2.0615 0.8882 0.01 0.00 0.00
H 6.0207 -1.0964 0.9492 0.00 -0.01 0.00
H 6.5954 0.6385 2.6228 0.00 0.00 0.01
H 4.8663 1.4102 4.2170 0.00 -0.04 0.01
H 2.5990 0.4552 4.1481 0.01 0.00 0.00
C 1.1305 2.0845 -0.1577 -0.01 -0.05 -0.04
C 1.9503 2.5922 0.8228 0.00 -0.08 0.05
C 3.3693 2.7716 0.6397 -0.01 0.00 0.00
C 4.1733 3.2727 1.6196 -0.01 0.02 0.00
C 3.6593 3.6449 2.8812 -0.06 0.02 0.00
C 2.2745 3.4759 3.0960 0.07 0.01 0.00
C 1.4576 2.9752 2.1242 -0.01 -0.01 -0.04
C 4.5058 4.1098 3.9159 -0.02 0.10 -0.01
N 5.1917 4.4866 4.7696 0.02 -0.05 0.00
H 1.5228 1.8253 -1.1349 0.00 0.01 0.02
H 0.0657 1.9864 0.0112 -0.04 0.11 -0.05
H 3.8010 2.4808 -0.3122 0.02 0.01 0.01
H 5.2381 3.3759 1.4412 0.00 0.00 -0.01
H 1.8641 3.7495 4.0622 -0.03 -0.01 -0.01
H 0.3956 2.8620 2.3199 0.00 0.01 0.02


68
Properties=species:S:1:pos:R:3:forces:R:3 method="wB97M-V/def2-TZVPD" homo_ev="-10.940 / -10.938" charge=+1 e_tot_ha=-5571.29605 de_lowest_kj_mol=208.0 multiplicity=2 homo_lumo_gap_ev="6.3 / 5.2" max_force_ev_per_a=3.0
Ir -0.3219 -0.5629 -0.0656 -1.21 -0.25 2.73
O 3.4092 -2.7717 -0.8853 -0.04 -0.02 -0.04
C 4.2018 -1.6687 -0.8925 0.02 -0.02 -0.02
C 5.5743 -1.9143 -0.8636 -0.03 0.02 0.01
C 6.4802 -0.8755 -0.8943 0.01 0.01 -0.01
C 6.0338 0.4401 -0.9531 0.00 -0.04 0.01
C 4.6757 0.6840 -0.9781 -0.01 0.00 0.06
C 3.7366 -0.3503 -0.9407 0.10 0.17 -0.07
C 2.2743 0.0157 -1.0571 -0.02 0.04 0.16
O 1.4984 -0.9988 -0.4437 -0.41 -0.21 -0.63
N 1.9579 1.2399 -0.2934 0.06 -0.14 0.48
N 0.6218 1.2701 0.0711 0.24 0.40 -1.50
C -0.0178 2.3760 0.1087 0.03 -0.15 0.34
C -1.3822 2.4530 0.5784 -0.06 0.12 -0.01
Br -1.9544 0.9379 1.6046 0.18 0.02 -0.37
C -2.2140 3.4773 0.3679 -0.02 -0.12 0.04
C -1.9170 4.5898 -0.5343 0.02 0.04 -0.03
C -1.2751 4.3741 -1.7586 -0.03 0.02 0.02
C -1.0029 5.4465 -2.5938 -0.01 -0.01 0.00
C -1.3607 6.7314 -2.2140 0.00 0.01 -0.01
C -2.0211 6.9480 -1.0101 0.00 0.00 0.01
C -2.3170 5.8815 -0.1813 0.02 -0.02 -0.02
H 2.4817 -2.5057 -0.8254 0.02 -0.01 0.00
H 5.9014 -2.9443 -0.8209 -0.01 -0.01 0.00
H 7.5399 -1.0919 -0.8773 0.01 0.01 0.01
H 6.7353 1.2616 -0.9811 0.00 0.01 -0.01
H 4.3415 1.7134 -1.0268 -0.01 0.00 -0.02
H 1.9678 0.1435 -2.0955 -0.04 -0.06 0.01
H 2.2492 2.1098 -0.7246 -0.06 -0.06 -0.14
H 0.4743 3.3000 -0.1816 0.01 0.03 0.10
H -3.1704 3.4858 0.8794 -0.01 0.00 -0.01
H -1.0421 3.3660 -2.0838 -0.01 0.00 -0.01
H -0.5328 5.2723 -3.5522 0.02 0.00 0.01
H -1.1443 7.5664 -2.8668 -0.01 0.00 0.00
H -2.3119 7.9493 -0.7229 -0.01 0.00 -0.01
H -2.8453 6.0460 0.7495 0.01 0.00 0.01
S -1.8136 -2.2982 0.5092 0.38 -0.72 -0.14
C -0.6694 -2.4214 1.8175 0.06 0.36 -0.26
N 0.2579 -1.5074 1.6381 -0.11 0.10 -0.07
C 1.2676 -1.5109 2.5848 -0.12 -0.03 0.21
C 2.3683 -0.6705 2.6779 0.16 0.04 0.04
C 3.2333 -0.8689 3.7381 -0.01 0.04 -0.07
C 3.0142 -1.8733 4.6850 -0.06 -0.04 -0.01
C 1.9135 -2.7061 4.5984 0.09 0.04 0.00
C 1.0401 -2.5099 3.5370 -0.02 -0.05 0.07
S -0.4313 -3.3991 3.1980 -0.05 0.03 -0.07
H 2.5536 0.1061 1.9471 -0.06 -0.04 -0.03
H 4.0997 -0.2284 3.8316 0.01 -0.02 0.02
H 3.7132 -2.0011 5.4996 0.00 0.00 0.00
H 1.7413 -3.4838 5.3294 -0.01 0.01 0.01
C 1.2737 -5.4334 -3.3487 0.00 -0.03 0.01
C 0.6606 -4.0690 -3.2316 -0.04 0.01 -0.01
C 1.3484 -2.9415 -3.6795 -0.02 0.03 -0.01
C 0.7908 -1.6798 -3.5775 0.11 0.07 0.08
C -0.4585 -1.5230 -2.9875 0.06 -0.12 -0.42
C -1.1912 -2.6427 -2.6150 -0.17 0.00 -0.11
C -0.6266 -3.9008 -2.7237 0.04 -0.02 -0.01
S -1.1279 0.0987 -2.8059 0.06 0.33 0.17
O -0.0031 0.9878 -2.5732 0.16 0.18 -0.62
O -2.0113 0.4120 -3.8771 -0.25 -0.06 0.22
O -1.8530 -0.0086 -1.4431 0.92 0.03 -0.20
H 2.3603 -5.3740 -3.3773 0.00 0.00 0.01
H 0.9419 -5.9224 -4.2669 0.00 0.01 -0.01
H 0.9818 -6.0722 -2.5159 0.00 0.01 0.01
H 2.3335 -3.0576 -4.1141 0.00 0.01 0.01
H 1.3255 -0.8138 -3.9456 0.01 0.00 0.02
H -2.2118 -2.5300 -2.2726 0.04 0.01 0.09
H -1.1977 -4.7666 -2.4118 0.01 -0.01 -0.01


69
Properties=species:S:1:pos:R:3:forces:R:3 method="wB97M-V/def2-TZVPD" homo_ev="-8.646 / -8.642" charge=+1 e_tot_ha=-4075.03219 de_lowest_kj_mol=2037.0 multiplicity=1 homo_lumo_gap_ev="3.7 / 3.7" max_force_ev_per_a=1.8
Pt -2.4824 -0.5711 1.4001 0.10 -0.12 0.10
C -1.5804 -4.6885 1.2167 0.00 0.03 0.00
C -2.2073 -3.3434 1.2717 0.08 -0.02 -0.01
N -1.5884 -2.2766 1.6346 0.11 0.09 -0.10
N -0.2744 -2.2304 2.0010 -0.01 0.09 -0.04
C 0.1320 -0.9805 2.0841 0.02 -0.05 -0.15
O -0.6459 0.0593 1.9577 0.03 0.02 -0.02
C 1.6049 -0.6991 2.2326 -0.71 -0.15 -0.11
C 2.3911 -1.7605 1.9952 0.30 -0.06 0.05
C 3.8348 -1.8381 1.9306 -0.26 0.57 0.09
C 5.0587 -1.5272 1.7588 -0.17 -0.48 0.12
C 3.2323 1.3784 2.2267 0.71 0.83 0.86
C 1.9338 0.7170 2.5019 -0.35 -0.68 -0.61
C -3.6069 -3.0997 0.8658 0.00 -0.01 0.02
C -4.4698 -4.1125 0.5019 0.01 0.00 0.00
C -5.7781 -3.8015 0.1524 -0.01 0.01 0.01
C -6.1882 -2.4835 0.1852 0.00 -0.01 0.00
C -5.2743 -1.5091 0.5550 0.00 0.01 -0.01
N -4.0176 -1.8016 0.8770 -0.02 0.03 -0.01
H -0.5557 -4.6336 1.5695 -0.01 0.01 -0.01
H -1.5862 -5.0427 0.1833 0.02 0.01 0.01
H -2.1322 -5.4015 1.8306 -0.02 0.00 0.01
H 1.8842 -2.7008 1.8317 0.01 -0.02 -0.07
H 4.3649 -2.8525 2.0357 0.18 -0.12 -0.01
H 6.4575 0.9225 0.9618 -0.13 0.10 -0.33
H 5.4056 0.8217 2.5560 0.65 -0.61 1.31
H 1.3547 1.1250 3.3299 0.34 -0.03 0.15
H -4.1213 -5.1349 0.4930 0.00 0.00 0.00
H -6.4650 -4.5852 -0.1361 0.00 0.00 0.00
H -7.1973 -2.1966 -0.0710 0.00 0.00 0.00
H -5.5511 -0.4654 0.5971 0.00 0.00 0.00
I -3.5347 1.8020 1.0687 -0.01 0.05 -0.05
I -3.1094 2.7539 3.5071 0.04 0.03 0.00
Cl 5.1859 1.1386 1.2983 -0.61 0.37 -0.27
C 5.1655 2.3057 -0.1772 -0.94 0.83 -1.27
C 2.1053 1.7078 1.3594 -0.71 -0.18 -0.04
C 2.0189 1.1863 -0.0229 0.00 0.04 0.04
C 2.2459 1.9485 -1.0964 0.54 0.10 -0.11
C 1.8377 1.5526 -2.5040 0.04 -0.01 -0.01
C 1.9381 0.0401 -2.8280 -0.04 0.10 -0.10
N 0.7529 -0.7532 -2.5416 0.16 -0.01 0.05
C -0.3885 -0.7982 -3.2975 -0.07 0.10 -0.05
C -1.2235 -1.6669 -2.6625 -0.04 -0.04 0.02
N -0.6146 -2.1764 -1.5398 -0.15 -0.11 0.12
C 0.5681 -1.6141 -1.5099 -0.02 -0.01 0.08
O 0.5694 2.0692 -2.8946 -0.02 -0.05 -0.02
C -0.5084 2.0101 -1.9614 0.02 -0.15 0.03
C -0.7065 3.2935 -1.2149 0.00 -0.04 0.04
C -1.0954 4.4634 -1.7911 -0.05 0.08 0.02
Cl -1.4396 4.7168 -3.4479 0.01 -0.01 -0.01
S -1.1913 5.7600 -0.6744 0.00 -0.02 -0.01
C -0.7299 4.7315 0.6145 -0.02 0.01 0.00
C -0.5075 3.4606 0.1859 -0.02 -0.03 0.03
C 2.9625 3.2242 -0.9002 -0.34 -0.32 -0.31
Cl 2.3099 4.6377 -1.6684 -0.10 0.02 -0.06
C 4.1546 3.3484 -0.2839 1.42 -0.34 0.37
H 1.6712 2.6971 1.4832 0.19 0.12 -0.04
H 1.6556 0.1770 -0.1568 -0.05 -0.04 0.07
H 2.5338 2.0415 -3.1935 -0.04 -0.05 0.08
H 2.7849 -0.4069 -2.3106 0.05 0.01 0.04
H 2.1216 -0.0527 -3.8972 0.03 0.02 -0.02
H -0.4973 -0.2060 -4.1887 0.00 0.01 -0.01
H -2.2134 -1.9715 -2.9599 0.00 0.00 0.00
H 1.3396 -1.8184 -0.7828 0.00 0.01 0.00
H -0.3771 1.1931 -1.2437 -0.03 0.02 -0.03
H -1.3934 1.7851 -2.5589 0.00 0.01 -0.03
H -0.6443 5.1230 1.6157 0.01 0.00 -0.01
H -0.2203 2.6453 0.8369 -0.07 0.02 -0.02
H 4.5413 4.3639 -0.1913 -0.06 0.02 0.21


63
Properties=species:S:1:pos:R:3:forces:R:3 method="wB97M-V/def2-TZVPD" homo_ev="-9.476 / -10.162" charge=+1 e_tot_ha=-4776.57314 de_lowest_kj_mol=59.0 multiplicity=5 homo_lumo_gap_ev="5.9 / 4.6" max_force_ev_per_a=0.9
Pt 0.3624 0.3332 0.3613 0.50 0.44 0.67
Cl -5.8000 -3.8465 -0.1157 -0.04 0.00 0.01
C -4.2265 -3.1942 -0.1257 0.08 -0.13 -0.02
C -3.1252 -4.0483 -0.3632 -0.20 0.02 0.08
C -1.8738 -3.5306 -0.3421 0.06 0.07 -0.08
C -1.6314 -2.1128 -0.1587 -0.12 0.01 -0.04
O -0.4513 -1.7206 -0.2232 -0.05 0.05 -0.20
C -2.8006 -1.2471 0.0567 0.16 -0.06 0.22
C -2.7678 0.2075 0.1680 -0.37 -0.27 -0.08
N -1.7238 0.9138 0.0404 0.49 0.55 0.19
C -1.7490 2.3293 -0.0860 0.07 -0.13 -0.03
C -2.7274 3.1613 0.3772 -0.14 0.06 0.09
C -2.6363 4.5559 0.1717 -0.06 -0.05 0.02
C -1.5974 5.0874 -0.5361 0.05 0.01 -0.10
C -0.5769 4.2460 -1.0474 -0.05 0.13 0.04
C 0.5069 4.7166 -1.8273 -0.04 0.08 0.00
C 1.4571 3.8408 -2.2565 -0.04 -0.03 -0.20
C 1.3625 2.4866 -1.8763 0.02 0.01 -0.09
N 0.3715 2.0184 -1.1633 -0.28 0.20 -0.05
C -0.6240 2.8732 -0.7721 0.00 -0.18 -0.19
C -4.0492 -1.8276 0.0916 -0.07 0.05 -0.02
H -3.2938 -5.0994 -0.5552 -0.04 0.02 0.06
H -1.0022 -4.1517 -0.5065 -0.01 0.08 0.01
H -3.7383 0.6920 0.2988 -0.06 -0.08 -0.18
H -3.5672 2.7612 0.9347 0.03 0.05 -0.03
H -3.4036 5.2014 0.5804 0.02 -0.04 -0.04
H -1.5384 6.1559 -0.7146 0.01 -0.08 0.02
H 0.5595 5.7682 -2.0838 0.01 -0.02 0.04
H 2.2818 4.1635 -2.8781 -0.03 -0.03 0.04
H 2.1223 1.7715 -2.1722 0.03 0.03 0.06
H -4.9194 -1.2037 0.2609 -0.01 -0.08 -0.03
S 2.6717 -0.3843 0.8015 -0.04 -0.15 -0.03
C 1.9526 -1.0140 2.2572 0.00 0.10 0.11
C 2.6025 -1.7971 3.2163 -0.01 0.04 -0.01
C 1.9110 -2.1547 4.3530 0.06 0.00 0.00
C 0.5932 -1.7292 4.5312 0.04 -0.07 0.11
C 0.0057 -0.9901 3.5342 -0.04 0.11 -0.23
N 0.6660 -0.6463 2.4181 0.06 -0.34 -0.04
H 3.6255 -2.1027 3.0465 -0.01 0.02 0.04
H 2.3935 -2.7591 5.1114 -0.02 0.03 -0.02
H 0.0410 -1.9692 5.4293 0.00 -0.03 -0.04
H -1.0188 -0.6434 3.6152 0.03 -0.02 -0.04
C 1.4112 8.4245 1.3947 0.03 -0.15 0.00
C 1.3970 6.9187 1.4933 -0.06 0.12 -0.03
C 0.4394 6.2536 2.2506 -0.09 -0.06 0.05
C 0.4379 4.8689 2.3815 -0.19 0.06 0.09
C -0.6316 4.1742 3.1871 0.15 0.07 0.03
C 1.4433 4.1409 1.7426 0.03 -0.06 -0.07
Se 1.5471 2.2605 2.0799 -0.21 -0.36 -0.07
C 2.3975 4.7688 0.9468 0.25 0.02 -0.13
C 3.4888 4.0008 0.2359 0.00 0.18 0.16
C 2.3525 6.1566 0.8352 0.11 -0.10 -0.12
H 0.5332 8.8625 1.8673 0.01 -0.01 -0.01
H 1.4429 8.7503 0.3539 -0.01 0.00 0.01
H 2.2965 8.8311 1.8868 -0.02 0.00 0.01
H -0.3243 6.8279 2.7674 0.03 -0.04 -0.04
H -1.3283 4.8956 3.6133 0.01 -0.02 -0.01
H -0.1980 3.5970 4.0095 -0.01 0.03 -0.02
H -1.1959 3.4792 2.5599 0.02 0.01 0.04
H 3.2967 2.9259 0.2182 0.01 0.02 -0.03
H 4.4504 4.1546 0.7304 -0.02 -0.03 0.02
H 3.5924 4.3484 -0.7935 0.04 -0.01 0.09
H 3.1058 6.6534 0.2277 -0.05 -0.03 0.04